[1]
Density functional theory data (ωB97M-V/def2-TZVPD) for a 2-piece molecular cluster, C2H4ClOP overall at a distorted geometry.

Calculated values
energy	-25995.5436	eV
total charge	0
Kohn-Sham gap	9.2	eV
E_HOMO	-9.29	eV

Last column: Mulliken charge in e.
Atoms and positions in Å:
C1 -0.10247 -0.67305 0.14246  -0.200
C2 -0.85763 -0.57834 1.42683  -0.358
O1 0.09952 0.68604 -0.06531  -0.224
P1 -0.63190 1.12374 1.36189  0.028
Cl1 1.57336 1.88942 -2.33452  -0.253
H1 0.90761 -1.16995 0.13853  0.220
H2 -0.50231 -1.15819 -0.87372  0.223
H3 -0.98956 -1.40301 2.18365  0.295
H4 0.50338 1.28334 -1.97982  0.268

***

[2]
Density functional theory data (ωB97M-V/def2-TZVPD) for C2H4ClOP as an isolated structure at a distorted geometry.

Calculated values
expectation value of S²	2.005
energy	-25992.9936	eV
total charge	0
Kohn-Sham gap (alpha / beta)	6.7 / 6.8	eV
E_HOMO (alpha / beta)	-5.78 / -10.04	eV
2S+1	3

Last column: Mulliken charge in e.
Atoms and positions in Å:
C1 0.12219 -0.73576 0.38986  -0.203
C2 0.20886 0.74085 0.26782  -0.570
O1 1.06541 -0.96173 1.42887  -0.392
P1 1.04491 0.77111 2.02097  0.241
Cl1 -0.47539 0.61021 3.21167  -0.128
H1 -0.90050 -1.11902 0.58871  0.210
H2 0.39479 -1.35055 -0.53559  0.226
H3 1.06823 0.88086 -0.26308  0.260
H4 -0.58377 1.33891 -0.18777  0.355

***

[3]
Density functional theory data (ωB97M-V/def2-TZVPD) for one molecule with the formula C2H4ClOPS at a distorted geometry.

Calculated values
structure (SMILES)	ClP1OCCS1
energy	-36833.3653	eV
total charge	0
Kohn-Sham gap	9.7	eV
E_HOMO	-9.04	eV

Last column: Mulliken charge in e.
Atoms and positions in Å:
Cl1 -0.57785 -2.97961 0.96390  -0.165
P1 0.56235 -1.38422 1.28680  0.286
O1 0.70626 -1.02846 -0.32286  -0.224
C1 0.74672 0.37043 -0.59536  -0.373
C2 -0.61516 0.90740 -0.20522  -0.458
S1 -0.91913 0.31134 1.56869  -0.228
H1 0.66944 0.46387 -1.69081  0.262
H2 1.64496 0.99662 -0.14141  0.259
H3 -0.82436 1.92007 0.01769  0.383
H4 -1.39323 0.42255 -0.88142  0.257

***

[4]
Density functional theory data (ωB97M-V/def2-TZVPD) for a 2-piece molecular cluster, C2H4ClPS overall at a distorted geometry.

Calculated values
energy	-34781.6827	eV
total charge	0
Kohn-Sham gap	7.8	eV
E_HOMO	-9.18	eV

Last column: Mulliken charge in e.
Atoms and positions in Å:
C1 -0.78455 -0.98345 0.43865  -0.539
C2 -1.71220 -0.92187 -0.44103  0.070
P1 2.07862 1.01095 0.03436  -0.069
S1 0.10205 1.36635 0.60357  -0.171
Cl1 -2.30725 -2.58471 -0.95982  -0.220
H1 -0.25290 -1.64214 1.03852  0.410
H2 -2.19891 -0.22917 -1.14206  0.370
H3 2.38639 2.33500 -0.72171  0.077
H4 2.68874 1.64904 1.14951  0.072

***

[5]
Density functional theory data (ωB97M-V/def2-TZVPD) for C2H4CrLiO2 as an isolated structure at a distorted geometry.

Calculated values
expectation value of S²	6.027
energy	-34849.5157	eV
total charge	+1
Kohn-Sham gap (alpha / beta)	7.2 / 7.7	eV
E_HOMO (alpha / beta)	-11.93 / -12.35	eV
2S+1	5

Last column: Mulliken charge in e.
Atoms and positions in Å:
O1 1.58190 0.35583 0.27170  -1.029
C1 -0.40868 0.56983 0.10477  -0.213
C2 -0.97318 -0.68307 -0.49221  -0.214
O2 -0.52325 -1.20187 0.74371  -0.819
Li1 2.89097 1.42816 -0.15083  0.886
Cr1 1.35289 -1.32525 0.96262  1.213
H1 -0.49436 1.12149 1.05036  0.321
H2 -0.79579 1.40826 -0.49541  0.365
H3 -0.55931 -0.98990 -1.46315  0.178
H4 -2.07121 -0.68350 -0.53156  0.312

***

[6]
Density functional theory data (ωB97M-V/def2-TZVPD) for C2H4CsFO as an isolated structure at a distorted geometry.

Calculated values
energy	-7446.3478	eV
total charge	0
Kohn-Sham gap	4.4	eV
E_HOMO	-5.03	eV

Last column: Mulliken charge in e.
Atoms and positions in Å:
O1 0.57870 0.49006 0.62580  -0.337
C1 0.70220 0.73426 -0.77667  -0.377
C2 0.14253 -0.57539 -0.41539  -0.001
H1 1.74303 0.72672 -1.12407  0.243
H2 -0.00552 1.49089 -1.14033  0.204
H3 0.60126 -1.49826 -0.77755  0.219
F1 -1.23370 -0.58850 -0.56435  -0.209
Cs1 -1.99045 0.78864 2.85861  0.523
H4 -0.53805 -1.56844 1.31394  -0.266

***

[7]
Density functional theory data (ωB97M-V/def2-TZVPD) for C2H4CsO4S as an isolated structure at a distorted geometry.

Calculated values
energy	-21705.1059	eV
total charge	+1
Kohn-Sham gap	10.7	eV
E_HOMO	-14.31	eV

Last column: Mulliken charge in e.
Atoms and positions in Å:
Cs1 -4.39261 1.89220 1.55769  1.032
C1 1.39488 0.30846 -0.01303  -0.340
C2 0.71554 -0.28843 -1.26572  -0.253
O1 -0.56996 -0.78501 -0.86615  -0.277
S1 -0.80860 -0.44014 0.73372  0.950
O2 -0.35754 -1.64258 1.44219  -0.477
O3 -2.14594 0.13840 1.04075  -0.497
O4 0.30671 0.81242 0.59283  -0.300
H1 2.05146 1.17453 -0.09617  0.306
H2 1.91692 -0.50941 0.48363  0.285
H3 1.34288 -1.12475 -1.57411  0.279
H4 0.54629 0.46433 -2.03566  0.292

***

[8]
Density functional theory data (ωB97M-V/def2-TZVPD) for C2H4EuO as an isolated structure at a distorted geometry.

Calculated values
expectation value of S²	15.773
energy	-23510.9639	eV
total charge	0
Kohn-Sham gap (alpha / beta)	5.8 / 6.1	eV
E_HOMO (alpha / beta)	-6.29 / -6.79	eV
2S+1	8

Last column: Mulliken charge in e.
Atoms and positions in Å:
O1 0.20996 -1.15530 -1.54231  -1.029
Eu1 0.24937 0.80980 -0.94419  0.998
C1 -0.85835 0.96674 1.70737  -0.632
C2 0.44943 0.67786 1.89487  -0.624
H1 -1.20816 2.00306 1.70952  0.318
H2 -1.61099 0.17603 1.63990  0.326
H3 1.13365 1.50503 2.11098  0.302
H4 0.92588 -0.30325 1.98066  0.341

***

[9]
Density functional theory data (ωB97M-V/def2-TZVPD) for one molecule with the formula C2H4F2 at a distorted geometry.

Calculated values
structure (SMILES)	FCCF
energy	-7571.2181	eV
total charge	0
Kohn-Sham gap	12.4	eV
E_HOMO	-11.24	eV

Last column: Mulliken charge in e.
Atoms and positions in Å:
F1 1.66930 -0.00018 -0.18514  -0.278
C1 0.52859 -0.45254 0.04977  -0.260
C2 -0.44854 0.47513 0.02123  -0.077
F2 -1.56409 -0.34981 -0.17035  -0.270
H1 0.37588 -1.15378 -0.81101  0.207
H2 0.51468 -0.98934 0.92690  0.257
H3 -0.47641 0.96070 0.98083  0.192
H4 -0.59942 1.50982 -0.81223  0.228

***

[10]
Density functional theory data (ωB97M-V/def2-TZVPD) for a 2-piece molecular cluster, C2H4F2 overall.

Calculated values
structure (SMILES)	C=CF.F
energy	-7572.8936	eV
total charge	0
Kohn-Sham gap	11.2	eV
E_HOMO	-10.28	eV

Last column: Mulliken charge in e.
Atoms and positions in Å:
C1 -0.23040 1.87614 -0.40200  -0.609
C2 0.22190 1.05502 0.53015  0.029
F1 -0.59574 0.29315 1.27463  -0.233
H1 0.46838 2.47176 -0.97698  0.241
H2 -1.29169 1.96792 -0.60495  0.259
H3 1.26483 0.90913 0.79339  0.316
F2 0.52707 -2.63330 -1.09822  -0.399
H4 0.22747 -1.87436 -1.56807  0.395

***

[11]
Density functional theory data (ωB97M-V/def2-TZVPD) for C2H4F2K as an isolated structure at a distorted geometry.

Calculated values
energy	-23894.0370	eV
total charge	+1
Kohn-Sham gap	12.1	eV
E_HOMO	-16.19	eV

Last column: Mulliken charge in e.
Atoms and positions in Å:
F1 0.48770 -1.17278 0.68702  -0.279
F2 -1.16674 -0.57084 -0.63105  -0.279
C1 0.39697 1.07309 -0.00827  -1.072
C2 0.16044 -0.36266 -0.36706  0.484
H1 -0.20634 1.34629 0.87377  0.295
H2 0.11355 1.73203 -0.84617  0.330
H3 1.46120 1.24171 0.22749  0.330
H4 0.73378 -0.71608 -1.24811  0.208
K1 -1.98058 -2.57075 1.31239  0.983

***

[12]
Density functional theory data (ωB97M-V/def2-TZVPD) for a 2-piece molecular cluster, C2H4F2N overall at a distorted geometry.

Calculated values
energy	-9050.7032	eV
total charge	+1
Kohn-Sham gap	12.0	eV
E_HOMO	-17.76	eV

Last column: Mulliken charge in e.
Atoms and positions in Å:
C1 -1.54147 -0.50072 0.13176  0.069
C2 -0.79527 0.72334 0.53730  -0.154
N1 -0.33910 -0.79549 0.42533  0.200
F1 0.55061 -1.72757 0.61384  -0.036
F2 2.61220 0.05707 -1.13400  -0.397
H1 -2.57584 -0.74320 -0.12765  0.358
H2 3.31999 0.50662 -1.60447  0.404
H3 -0.39030 1.31799 -0.33671  0.258
H4 -0.84083 1.16195 1.49458  0.298

***

[13]
Density functional theory data (ωB97M-V/def2-TZVPD) for a 2-piece molecular cluster, C2H4F2N4 overall at a distorted geometry.

Calculated values
structure (SMILES)	[H]/N=N/N=N/[H].F/C=C/F
energy	-13527.8232	eV
total charge	0
Kohn-Sham gap	9.3	eV
E_HOMO	-9.00	eV

Last column: Mulliken charge in e.
Atoms and positions in Å:
H1 0.99207 -1.80694 -2.44530  0.216
N1 0.73035 -1.04802 -1.76979  -0.527
N2 1.33816 -1.06452 -0.69736  0.312
N3 1.65415 -0.46217 0.26694  0.334
N4 1.66345 -0.52299 1.52330  -0.536
H2 2.38316 0.15542 1.90325  0.232
F1 -1.78664 0.34948 2.08336  -0.264
C1 -1.50922 0.10214 0.73218  -0.188
C2 -1.06408 1.14260 -0.03871  -0.145
F2 -0.68658 0.90775 -1.25798  -0.195
H3 -1.76696 -0.84100 0.43129  0.440
H4 -0.75065 2.13802 0.30744  0.318

***

[14]
Density functional theory data (ωB97M-V/def2-TZVPD) for one molecule with the formula C2H4F2NOPS at a distorted geometry.

Calculated values
structure (SMILES)	CC(=O)NP(F)(F)=S
energy	-31238.1903	eV
total charge	0
Kohn-Sham gap	10.5	eV
E_HOMO	-10.22	eV

Last column: Mulliken charge in e.
Atoms and positions in Å:
C1 0.41565 -0.37497 0.21854  -1.371
C2 -1.01181 -0.81192 -0.03521  0.843
O1 -1.31666 -1.97822 -0.20833  -0.565
N1 -1.92093 0.22421 -0.09289  -0.326
P1 -3.74226 -0.15633 -0.06929  0.716
F1 -3.77538 -1.02001 1.24296  -0.210
F2 -3.94722 -1.36341 -1.08269  -0.174
S1 -4.81032 1.44694 0.01097  -0.306
H1 1.19223 -1.09755 0.19747  0.333
H2 0.55055 0.51931 -0.23717  0.419
H3 0.44307 -0.12572 1.27271  0.365
H4 -1.61053 1.13021 0.33756  0.277

***

[15]
Density functional theory data (ωB97M-V/def2-TZVPD) for a 2-piece molecular cluster, C2H4F2Si overall at a distorted geometry.

Calculated values
energy	-15446.9313	eV
total charge	0
Kohn-Sham gap	9.9	eV
E_HOMO	-10.18	eV

Last column: Mulliken charge in e.
Atoms and positions in Å:
C1 0.21431 0.49940 -0.09912  -0.499
C2 -0.41888 0.79229 -1.17780  0.571
F1 0.00601 1.63970 -2.09676  -0.208
F2 -1.58303 0.28016 -1.53987  -0.203
Si1 0.05561 -0.94516 1.13651  0.391
H1 1.69054 1.55141 -0.30723  0.188
H2 1.36742 -1.28456 1.47857  -0.098
H3 -0.52132 -2.08810 0.29240  -0.080
H4 -0.81065 -0.44513 2.31331  -0.061

***

[16]
Density functional theory data (ωB97M-V/def2-TZVPD) for an isolated ion of composition C2H4F3NOP and charge -1 at a distorted geometry.

Calculated values
structure (SMILES)	CP(O)[N-]C(F)(F)F
energy	-23120.1603	eV
total charge	-1
Kohn-Sham gap	7.6	eV
E_HOMO	-3.44	eV

Last column: Mulliken charge in e.
Atoms and positions in Å:
C1 1.51933 -0.80032 -0.04716  -0.889
P1 0.54440 0.48271 -1.02234  0.063
O1 0.55575 1.69589 0.16996  -0.489
N1 -0.97293 -0.12710 -1.06190  -0.571
C2 -1.77366 -0.05907 0.01409  0.794
F1 -1.25829 -0.48669 1.23790  -0.319
F2 -2.28973 1.19287 0.32952  -0.321
F3 -2.91832 -0.82981 -0.13635  -0.330
H1 2.05932 -1.40166 -0.77186  0.303
H2 2.24472 -0.30839 0.59897  0.249
H3 0.84429 -1.40042 0.55276  0.238
H4 1.44512 2.04196 0.13643  0.272

***

[17]
Density functional theory data (ωB97M-V/def2-TZVPD) for one molecule with the formula C2H4F3NOS at a distorted geometry.

Calculated values
structure (SMILES)	C[S@](=N)(=O)C(F)(F)F
energy	-24661.6321	eV
total charge	0
Kohn-Sham gap	10.6	eV
E_HOMO	-9.88	eV

Last column: Mulliken charge in e.
Atoms and positions in Å:
C1 -1.13729 -1.29841 -0.25539  -0.867
S1 0.53448 -0.43348 -0.16127  0.832
N1 0.97432 -0.05103 -1.66257  -0.652
O1 1.47208 -1.15349 0.64775  -0.591
C2 0.17216 1.30418 0.82404  0.654
F1 1.09294 2.18369 0.42433  -0.232
F2 -0.96697 1.87705 0.50545  -0.221
F3 0.18828 1.08323 2.14102  -0.201
H1 -1.36742 -1.17540 -1.31768  0.330
H2 -1.01442 -2.27512 0.06078  0.337
H3 -1.74570 -0.69593 0.35429  0.346
H4 1.79755 0.63472 -1.56076  0.264

***

[18]
Density functional theory data (ωB97M-V/def2-TZVPD) for one molecule with the formula C2H4FNO at a distorted geometry.

Calculated values
structure (SMILES)	O/N=C/CF
energy	-8391.4091	eV
total charge	0
Kohn-Sham gap	10.9	eV
E_HOMO	-9.81	eV

Last column: Mulliken charge in e.
Atoms and positions in Å:
O1 -0.49122 -0.22537 2.12815  -0.342
N1 0.02552 0.25103 0.99420  -0.336
C1 0.11749 -0.61675 0.06327  -0.101
C2 0.33801 -0.36118 -1.39169  -0.136
F1 0.04971 0.94788 -1.71969  -0.268
H1 -0.51100 0.50538 2.69877  0.374
H2 -0.09456 -1.65631 0.35415  0.395
H3 1.48368 -0.53543 -1.60282  0.184
H4 -0.30745 -0.93124 -1.98694  0.230

***

[19]
Density functional theory data (ωB97M-V/def2-TZVPD) for one molecule with the formula C2H4FNO2 at a distorted geometry.

Calculated values
structure (SMILES)	C[C@@H](F)[N+](=O)[O-]
energy	-10438.1144	eV
total charge	0
Kohn-Sham gap	11.6	eV
E_HOMO	-11.12	eV

Last column: Mulliken charge in e.
Atoms and positions in Å:
C1 1.10721 -0.29982 0.17386  -1.162
C2 -0.08846 0.62627 0.08614  0.265
F1 -0.07677 1.52029 -0.92649  -0.271
N1 -1.38634 -0.27559 -0.22520  0.884
O1 -1.75719 -0.90184 0.70563  -0.539
O2 -1.78611 -0.20855 -1.36168  -0.523
H1 2.01898 0.16615 0.47278  0.325
H2 1.17862 -0.61593 -0.86460  0.336
H3 1.01194 -1.03986 0.90863  0.378
H4 -0.22189 1.02888 1.03095  0.307

***

[20]
Density functional theory data (ωB97M-V/def2-TZVPD) for a 2-piece molecular cluster, C2H4FNO2 overall at a distorted geometry.

Calculated values
energy	-10436.2020	eV
total charge	0
Kohn-Sham gap	10.1	eV
E_HOMO	-10.55	eV

Last column: Mulliken charge in e.
Atoms and positions in Å:
C1 0.76125 0.75162 -0.98888  -0.747
C2 -0.41286 -0.71659 -0.08042  -0.140
N1 -0.53423 -0.24637 1.32875  0.939
O1 -1.67855 0.11526 1.56257  -0.546
O2 0.41754 -0.08412 2.05365  -0.515
F1 0.23473 -1.89433 -0.19797  -0.247
H1 1.55019 1.03374 -0.19245  0.272
H2 -0.09293 1.53099 -1.01456  0.298
H3 1.16510 0.22179 -1.89804  0.305
H4 -1.41022 -0.71200 -0.57266  0.381